Record 1
Formula: C5H36N2O13
Source: the Open Molecules 2025 dataset
Level of theory: the ωB97M-V functional and the def2-TZVPD basis

Each line ends with the Löwdin charge.
Cartesian coordinates (Å):
C (0.5958, 2.6315, 2.0019)  -0.20
O (1.8445, 2.0928, 2.2730)  -0.09
C (-0.0054, 1.7422, 0.8750)  -0.33
C (0.0648, 0.2122, 1.2243)  -0.16
C (-1.1752, -0.3124, 1.4825)  -0.53
C (-1.5696, -1.5625, 1.3073)  0.03
N (-2.0544, 0.6231, 2.0961)  0.05
N (0.7001, 1.9462, -0.4112)  0.07
H (0.6217, 3.7364, 1.6139)  0.14
H (0.0185, 2.6282, 2.9961)  0.15
H (-1.0835, 2.1702, 0.7442)  0.15
H (0.6368, 0.0557, 2.1862)  0.14
H (0.6772, -0.3485, 0.5903)  0.07
H (-2.5631, -1.8116, 1.4606)  0.05
H (-0.8981, -2.3045, 0.8456)  0.08
H (-3.0060, 0.3002, 2.4006)  0.11
H (-1.5244, 0.9385, 3.0402)  0.13
H (2.3631, 1.7774, 1.5425)  0.06
H (0.5635, 1.2353, -1.0873)  0.03
H (0.6919, 2.9002, -0.6897)  0.08
H (-0.5105, -0.4858, 5.1185)  0.05
H (-0.4196, -1.0496, 3.6930)  0.05
O (-0.2635, -0.2598, 4.2475)  -0.04
H (1.9924, 1.4014, 3.8380)  0.02
H (1.4102, 0.4495, 4.8481)  -0.07
O (2.2279, 0.8040, 4.6220)  -0.08
H (-4.9518, 1.2508, -1.5099)  0.04
H (-3.9372, 0.3472, -1.1723)  0.00
O (-4.4481, 0.5667, -1.9443)  -0.05
H (-0.8374, -3.5210, -3.0903)  0.00
H (0.0545, -2.2163, -2.9886)  0.02
O (-0.8486, -2.6097, -3.1060)  -0.04
H (-3.5627, 0.0862, -3.8263)  0.00
H (-2.7660, 0.6668, -4.8292)  0.04
O (-3.1433, -0.2151, -4.6474)  -0.07
H (2.9996, -1.0911, 0.8941)  -0.02
H (2.7390, -2.3771, 0.3052)  0.08
O (2.3355, -1.5157, 0.4546)  -0.02
H (2.4995, 1.4450, -3.9834)  0.08
H (1.1412, 0.9862, -3.6666)  0.01
O (1.9879, 1.1313, -3.2187)  -0.08
H (0.5860, -2.5972, 2.2923)  0.00
H (0.3879, -4.0730, 2.6547)  0.00
O (0.1581, -3.2232, 2.8477)  0.00
H (4.1651, 0.4961, -0.5606)  0.07
H (2.8975, 0.8642, 0.0937)  0.02
O (3.7868, 0.5497, 0.3348)  -0.05
H (1.3973, -1.0117, -1.2383)  -0.14
H (1.9511, -0.4398, -2.6124)  0.09
O (1.3067, -1.0599, -2.0609)  -0.02
H (-1.6075, -0.8317, -1.8377)  0.03
H (-1.2933, 0.4532, -0.9688)  0.04
O (-1.9414, -0.2672, -1.1331)  -0.04
H (-0.3525, -0.0190, -5.3829)  0.12
H (-0.3906, -0.9901, -4.3125)  0.09
O (0.3520, -0.2949, -4.6459)  -0.16

Its energy above the lowest of the compared OMol25 structures with the same formula, charge and spin is 177.5 kcal/mol. The energy comes out at -1299.5735 Eh. For the HOMO-LUMO gap, the calculation gives 7.84 eV.

Record 2
Formula: C5H36N3O11
Source: the Open Molecules 2025 dataset
Level of theory: the ωB97M-V functional and the def2-TZVPD basis

Each line ends with the Löwdin charge.
Cartesian coordinates (Å):
C (-2.0471, -2.3888, 0.2155)  -0.06
C (-1.7953, -0.9410, -0.1116)  -0.31
C (-2.5184, -0.5737, -1.5189)  -0.08
C (-1.8940, 0.5669, -2.2178)  -0.36
C (-1.3003, 0.2843, -3.3499)  -0.08
N (-0.3299, 1.0589, -4.1730)  0.17
N (-1.9583, 1.7784, -1.5415)  0.17
N (-0.2846, -0.6834, -0.1778)  0.12
H (-1.4881, -2.6584, 1.2365)  0.11
H (-1.8851, -2.9826, -0.6537)  0.07
H (-3.1003, -2.4386, 0.5885)  0.10
H (-2.0388, -0.1303, 0.6492)  0.14
H (-2.6702, -1.4868, -2.2006)  0.15
H (-3.4392, -0.2473, -1.0602)  0.12
H (-1.4227, -0.7115, -3.7890)  0.13
H (0.2547, 1.8351, -3.6110)  0.10
H (0.3776, 0.3337, -4.4382)  0.17
H (-1.0894, 2.2709, -1.6501)  0.06
H (-2.3057, 1.8118, -0.6146)  0.08
H (0.0480, 0.4537, -0.0483)  0.08
H (0.1362, -1.1276, 0.6755)  0.10
H (0.1504, -1.0478, -1.0785)  0.12
H (1.0775, 0.9761, 1.7308)  0.00
H (-0.1713, 1.4784, 2.4324)  0.03
O (0.6003, 0.9088, 2.5608)  -0.06
H (4.1295, -0.6643, 2.1085)  0.02
H (3.4066, -0.2450, 0.7200)  0.05
O (3.3148, -0.7107, 1.6671)  -0.09
H (1.8209, 1.9621, -2.8461)  0.09
H (0.9414, 2.8689, -1.9964)  0.07
O (1.2711, 2.7878, -2.9305)  -0.04
H (1.8267, -3.5895, -1.1175)  0.05
H (1.4664, -2.8808, 0.0866)  0.00
O (1.2087, -2.9345, -0.8480)  -0.06
H (0.2068, 2.3550, 0.6749)  0.02
H (-0.7639, 1.3663, -5.0406)  0.16
O (0.6052, 1.7365, 0.0424)  -0.32
H (3.2716, -0.4511, -1.8900)  0.07
H (2.2179, -1.3381, -1.3103)  0.00
O (2.2948, -0.5174, -1.8215)  -0.09
H (-0.6747, -1.5150, 3.5931)  0.05
H (0.4158, -0.9440, 2.8158)  0.06
O (-0.3342, -1.6028, 2.7225)  -0.08
H (-3.0491, 1.9890, 3.1193)  0.06
H (-2.7839, 3.0336, 2.0611)  0.04
O (-2.7768, 2.0805, 2.1706)  -0.07
H (-0.7550, 2.5942, 4.3989)  0.06
H (-0.6484, 1.0095, 4.6587)  0.03
O (-1.2175, 1.7813, 4.6896)  -0.06
H (2.1282, 1.2730, 0.0302)  0.00
H (3.6674, 1.4971, 0.4298)  0.07
O (3.0796, 1.0289, -0.1588)  -0.11
H (0.8719, -2.9585, 2.3850)  0.01
H (2.3368, -2.3717, 1.9161)  0.01
O (1.6153, -2.9795, 1.8151)  -0.04

Its energy above the lowest of the compared OMol25 structures with the same formula, charge and spin is 87.4 kcal/mol. The net charge is +1. The energy comes out at -1203.7360 Eh. For the HOMO-LUMO gap, the calculation gives 9.68 eV.

Record 3
Formula: C5H37N2O12
Source: the Open Molecules 2025 dataset
Level of theory: the ωB97M-V functional and the def2-TZVPD basis

Each line ends with the Löwdin charge.
Cartesian coordinates (Å):
C (-2.8775, 2.4493, 1.5260)  -0.16
C (-2.3303, 1.5477, 2.6312)  -0.17
C (-2.1719, 0.1013, 2.1827)  -0.23
N (1.0114, -1.7677, 2.8969)  0.04
C (-0.2874, -1.3007, 2.9515)  -0.19
C (-0.7144, -0.2801, 2.2049)  -0.16
N (-2.0320, 2.2753, 0.3351)  0.19
H (-2.8549, 3.4837, 1.8754)  0.13
H (-3.9454, 2.2779, 1.4066)  0.13
H (-1.3781, 1.9600, 2.9649)  0.12
H (-3.0023, 1.5534, 3.4872)  0.12
H (-2.7406, -0.2096, 1.2719)  0.10
H (-2.7493, -0.6286, 2.7707)  0.12
H (1.6729, -1.4956, 2.1976)  0.06
H (1.4035, -2.1965, 3.7133)  0.08
H (-0.9232, -1.8765, 3.6075)  0.12
H (-0.0992, 0.3514, 1.5816)  0.08
H (-1.1324, 2.7811, 0.3817)  0.13
H (-1.7275, 1.3073, 0.3156)  0.11
H (-2.3364, 2.4664, -0.6152)  0.17
H (3.7102, 0.4185, 2.7785)  0.04
H (3.5328, 1.2736, 1.6024)  0.00
O (4.2385, 0.8578, 2.1065)  -0.05
H (0.1789, 3.1476, -1.8834)  0.03
H (0.9912, 3.4848, -0.5382)  0.00
O (0.1200, 3.5281, -1.0073)  -0.07
H (-1.0352, -0.3012, -2.2166)  -0.01
H (-1.9128, 0.3175, -3.4317)  0.04
O (-1.4905, -0.4500, -3.0477)  -0.07
H (-4.4888, 0.2965, -1.4076)  0.04
H (-5.0620, -0.7700, -0.5508)  0.05
O (-4.4153, -0.0580, -0.5187)  -0.05
H (0.7717, 1.8623, -4.2187)  0.05
H (-0.1049, 0.5279, -4.3508)  0.00
O (-0.0328, 1.4024, -3.9722)  -0.06
H (0.6946, -1.3888, -5.1954)  0.04
H (0.7411, -2.7632, -4.4742)  0.04
O (0.6716, -1.8214, -4.3405)  -0.05
H (0.9869, -0.7456, -0.9111)  0.07
H (-0.3327, -1.1529, -0.5182)  0.03
O (0.1805, -0.3224, -0.5708)  -0.06
H (4.5492, 0.5749, -1.4110)  0.06
H (5.0438, 1.1812, -0.1620)  0.06
O (4.2232, 0.8330, -0.5392)  -0.06
H (-1.3753, -3.5335, -0.8353)  0.03
H (-2.0021, -2.5873, -1.9261)  0.03
O (-1.9432, -2.7734, -0.9814)  -0.04
H (2.2167, -4.4405, -1.6009)  0.03
H (1.1317, -3.7129, -0.6158)  0.01
O (2.0028, -4.0471, -0.7744)  -0.02
H (3.0173, 2.4775, -0.4180)  0.02
H (2.6319, 3.3991, 0.8103)  0.07
O (2.5953, 3.2865, -0.1390)  -0.02
H (3.7365, -3.2658, 2.2342)  0.05
H (2.5733, -4.1883, 1.5023)  0.03
O (2.8710, -3.3466, 1.8359)  -0.06

Its energy above the lowest of the compared OMol25 structures with the same formula, charge and spin is 99.9 kcal/mol. The net charge is +1. The energy comes out at -1224.8092 Eh. For the HOMO-LUMO gap, the calculation gives 7.67 eV.

Record 4
Formula: C5H37N3O12
Source: the Open Molecules 2025 dataset
Level of theory: the ωB97M-V functional and the def2-TZVPD basis

Each line ends with the Löwdin charge.
Cartesian coordinates (Å):
C (0.0985, -3.6334, 1.0751)  -0.10
C (0.8934, -2.4303, 1.3719)  -0.45
C (1.0536, -1.5891, 0.0688)  -0.14
C (1.3671, -0.1583, 0.3719)  -0.38
C (0.4300, 0.7794, 0.4836)  -0.17
N (0.7692, 2.1478, 0.6989)  0.08
N (2.7618, 0.1745, 0.0785)  0.09
N (0.2581, -1.6011, 2.4077)  0.04
H (-0.3991, -4.2076, 1.9399)  0.11
H (0.6209, -4.2366, 0.3668)  0.07
H (-0.7908, -3.2129, 0.5945)  0.03
H (2.0752, -2.7726, 1.5303)  0.18
H (0.1804, -1.5222, -0.7065)  0.14
H (1.9879, -1.9407, -0.5724)  0.15
H (-0.6464, 0.6510, 0.5159)  0.10
H (1.6068, 2.5387, 0.3441)  0.07
H (-0.0417, 2.6684, 0.3759)  0.03
H (3.3127, -0.7046, 0.2593)  0.10
H (3.0577, 0.8248, 0.7253)  0.04
H (-0.1776, -2.2362, 3.0861)  0.09
H (-0.4984, -1.0406, 2.0736)  0.05
H (-1.4793, 0.5735, -3.8532)  -0.01
H (-0.2672, 0.8617, -3.0628)  0.09
O (-0.8451, 0.0553, -3.4662)  -0.08
H (3.7325, 1.7087, -2.3058)  0.09
H (3.4723, 1.3707, -3.7893)  0.06
O (3.4702, 2.1865, -3.1914)  -0.14
H (-3.4356, 0.2045, 2.5283)  0.09
H (-3.5340, 1.4415, 3.3904)  0.08
O (-2.9378, 1.0740, 2.6958)  -0.07
H (1.1564, -0.1574, 3.9712)  0.07
H (0.9885, 1.0092, 2.8516)  -0.02
O (1.3923, 0.8073, 3.7007)  -0.11
H (-2.4468, 1.6827, 1.1506)  0.06
H (-2.9306, 1.8381, -0.3032)  0.06
O (-2.2425, 2.2358, 0.2975)  -0.11
H (-2.4543, -2.8158, 1.2310)  0.04
H (-2.4822, -1.9066, -0.1786)  0.05
O (-2.4162, -1.9311, 0.8434)  -0.11
H (-2.3733, -2.4441, -2.4057)  0.01
H (-1.8424, -0.9487, -2.4202)  0.06
O (-2.5443, -1.6209, -2.0683)  -0.06
H (-4.2225, -0.0040, -0.2759)  -0.06
H (-3.6898, -0.0933, -1.6385)  -0.05
O (-4.3294, 0.2170, -1.1019)  0.07
H (2.6082, -1.2554, 2.7003)  -0.01
H (3.4416, -0.2089, 3.4356)  0.03
O (3.5026, -0.8727, 2.7385)  -0.08
H (1.9404, 0.1848, -1.9569)  0.01
H (1.6491, -0.7231, -3.1057)  0.03
O (2.2854, -0.0738, -2.8357)  -0.07
H (-1.3699, 3.2802, -0.7008)  0.00
H (-1.1927, 4.5494, -1.2832)  -0.06
O (-0.7739, 3.8458, -1.1741)  0.06
H (1.4548, 2.4305, -2.8274)  0.01
H (0.1544, 2.8414, -2.2018)  -0.06
O (0.6420, 2.1590, -2.4773)  0.02

Its energy above the lowest of the compared OMol25 structures with the same formula, charge and spin is 66.8 kcal/mol. The energy comes out at -1279.7286 Eh. For the HOMO-LUMO gap, the calculation gives 7.21 eV.